{"formula": "C92H115N23", "method": "ωB97M-V/def2-TZVPD", "e_lumo_ev": 0.311, "e_homo_ev": -7.3290, "relative_energy_kj_mol": 139.8, "gap_ev": 7.6404, "fmax_ev_per_a": 3.9, "elements": ["N", "C", "C", "C", "C", "H", "H", "H", "H", "H", "N", "C", "C", "C", "C", "H", "H", "H", "H", "H", "N", "C", "C", "C", "C", "H", "H", "H", "H", "H", "N", "C", "C", "C", "C", "H", "H", "H", "H", "H", "N", "C", "C", "C", "C", "H", "H", "H", "H", "H", "N", "C", "C", "C", "C", "H", "H", "H", "H", "H", "N", "C", "C", "C", "C", "H", "H", "H", "H", "H", "N", "C", "C", "C", "C", "H", "H", "H", "H", "H", "N", "C", "C", "C", "C", "H", "H", "H", "H", "H", "N", "C", "C", "C", "C", "H", "H", "H", "H", "H", "N", "C", "C", "C", "C", "H", "H", "H", "H", "H", "N", "C", "C", "C", "C", "H", "H", "H", "H", "H", "N", "C", "C", "C", "C", "H", "H", "H", "H", "H", "N", "C", "C", "C", "C", "H", "H", "H", "H", "H", "N", "C", "C", "C", "C", "H", "H", "H", "H", "H", "N", "C", "C", "C", "C", "H", "H", "H", "H", "H", "N", "C", "C", "C", "C", "H", "H", "H", "H", "H", "N", "C", "C", "C", "C", "H", "H", "H", "H", "H", "N", "C", "C", "C", "C", "H", "H", "H", "H", "H", "N", "C", "C", "C", "C", "H", "H", "H", "H", "H", "N", "C", "C", "C", "C", "H", "H", "H", "H", "H", "N", "C", "C", "C", "C", "H", "H", "H", "H", "H", "N", "C", "C", "C", "C", "H", "H", "H", "H", "H"], "positions_angstrom": [[-0.5674, -2.9846, 4.2567], [-0.7187, -4.2190, 4.8029], [-2.0655, -4.4300, 4.9848], [-2.7847, -3.3002, 4.4617], [-1.7955, -2.4051, 4.0468], [0.3376, -2.5767, 4.0704], [0.1041, -4.8487, 5.1078], [-2.5403, -5.2608, 5.4856], [-3.8620, -3.2439, 4.4100], [-1.8051, -1.4416, 3.5589], [-2.0706, -1.6612, -3.4010], [-3.1836, -1.6469, -2.5981], [-3.4975, -0.3449, -2.2835], [-2.6019, 0.4714, -2.9551], [-1.7318, -0.3502, -3.6411], [-1.5534, -2.4578, -3.7443], [-3.7898, -2.4576, -2.2217], [-4.3031, 0.0738, -1.6985], [-2.5431, 1.5382, -2.7979], [-0.9145, -0.1371, -4.3142], [-3.8586, 3.9071, -4.6124], [-3.0678, 3.1251, -5.4211], [-3.5912, 3.2488, -6.6770], [-4.5331, 4.2547, -6.6837], [-4.7609, 4.6001, -5.3547], [-3.7982, 3.9235, -3.6043], [-2.2384, 2.5513, -5.0349], [-3.2994, 2.6459, -7.5242], [-5.1358, 4.5229, -7.5387], [-5.4720, 5.2561, -4.8746], [-0.7214, -0.4084, 10.3469], [-0.0464, -1.5955, 10.4596], [0.2562, -2.1024, 9.1788], [-0.3235, -1.2266, 8.2652], [-0.8448, -0.1545, 9.0082], [-0.9753, 0.1361, 11.1588], [0.2192, -1.9684, 11.4378], [0.7509, -3.0232, 8.9072], [-0.2011, -1.3250, 7.1967], [-1.3241, 0.7331, 8.6224], [0.6615, -3.1985, -0.2016], [-0.2430, -4.1325, -0.5797], [0.4655, -5.3243, -0.9133], [1.8270, -5.0934, -0.8463], [1.9202, -3.7975, -0.2674], [0.4722, -2.2448, 0.0716], [-1.2831, -3.8752, -0.4437], [0.1000, -6.3139, -1.1445], [2.6436, -5.7778, -1.0222], [2.7418, -3.2087, 0.1130], [3.9072, 1.6796, -5.9527], [3.4018, 2.9383, -5.7343], [2.9761, 3.4969, -6.9987], [3.3838, 2.5072, -7.9429], [3.9591, 1.4405, -7.2919], [4.2943, 1.0346, -5.2788], [3.1861, 3.3522, -4.7604], [2.5657, 4.4743, -7.2052], [3.2325, 2.6133, -9.0070], [4.4326, 0.5887, -7.7573], [-0.8991, -6.5668, 1.8204], [-0.7990, -7.7920, 1.2251], [-2.0269, -8.0217, 0.5718], [-2.8807, -6.9843, 0.8227], [-2.1470, -6.1410, 1.6175], [-0.1481, -6.0280, 2.2274], [0.1230, -8.3517, 1.1700], [-2.1595, -8.9394, 0.0180], [-3.9047, -6.9730, 0.4797], [-2.3215, -5.1130, 1.8989], [5.8954, -1.4046, -0.6108], [6.6318, -1.3051, 0.5358], [6.3548, -2.4697, 1.2690], [5.4626, -3.2220, 0.5865], [5.2068, -2.5796, -0.6213], [5.8777, -0.7294, -1.3618], [7.0715, -0.3612, 0.8226], [6.8897, -2.7137, 2.1750], [5.1547, -4.1408, 1.0633], [4.5798, -2.7709, -1.4796], [-3.5732, 5.1010, -1.1945], [-4.8896, 4.8762, -1.5181], [-5.2425, 3.5482, -1.2546], [-4.0979, 2.9583, -0.7428], [-3.0805, 3.9168, -0.7638], [-3.0570, 5.9450, -1.3980], [-5.5526, 5.6793, -1.8043], [-6.1845, 3.0522, -1.4365], [-4.0174, 1.9668, -0.3221], [-2.0794, 3.9511, -0.3600], [0.4044, 5.6530, 3.3155], [1.1472, 4.4890, 3.0437], [0.3329, 3.4595, 2.7945], [-0.9715, 4.0258, 2.8733], [-0.9232, 5.3745, 3.1256], [0.7823, 6.5715, 3.4991], [2.2022, 4.4926, 3.2749], [0.6231, 2.4305, 2.6418], [-1.8964, 3.4706, 2.8208], [-1.6367, 6.1793, 3.2239], [-8.1766, -5.4468, 1.6346], [-7.5121, -4.2354, 1.6319], [-6.1237, -4.5057, 1.8095], [-6.0236, -5.8810, 2.1141], [-7.2366, -6.4187, 1.8124], [-9.1458, -5.6767, 1.4674], [-8.0265, -3.3459, 1.2993], [-5.3243, -3.7803, 1.7753], [-5.0986, -6.3684, 2.3848], [-7.5459, -7.4512, 1.8800], [-4.2590, 2.1064, 6.2941], [-3.6267, 2.6184, 5.2186], [-2.5626, 1.7413, 4.9279], [-2.6770, 0.6179, 5.7709], [-3.6696, 0.9421, 6.6897], [-5.0435, 2.4385, 6.8366], [-4.0675, 3.4739, 4.7285], [-1.8783, 1.7747, 4.0930], [-2.0391, -0.2532, 5.7453], [-3.9775, 0.3999, 7.5714], [5.7695, -1.2035, -4.3164], [4.4101, -1.3001, -4.1933], [4.0148, -0.2288, -3.3904], [5.1103, 0.5421, -3.0874], [6.2387, -0.0906, -3.6154], [6.3823, -1.9014, -4.7133], [3.9206, -2.1080, -4.7169], [3.0068, 0.0596, -3.1313], [5.1067, 1.4750, -2.5432], [7.2858, 0.1682, -3.6703], [9.3693, 2.8163, -0.4184], [8.4206, 1.8315, -0.3487], [7.4280, 2.1871, 0.5504], [7.9604, 3.3724, 1.0956], [9.1178, 3.7067, 0.5241], [10.0623, 2.8784, -1.1505], [8.5432, 1.0234, -1.0547], [6.5774, 1.6383, 0.9268], [7.4292, 3.8839, 1.8846], [9.7598, 4.5528, 0.7197], [-4.1271, -1.1385, -6.1528], [-4.7669, -0.4309, -7.1056], [-5.2352, -1.1574, -8.2142], [-4.8756, -2.4555, -7.8325], [-4.2704, -2.4465, -6.5721], [-3.6762, -0.7797, -5.3233], [-4.8766, 0.6339, -6.9621], [-5.7588, -0.8099, -9.0925], [-5.0709, -3.2796, -8.5026], [-3.9204, -3.2770, -5.9769], [2.3970, -0.1890, 5.4775], [2.7677, 0.3106, 4.2122], [3.0274, -0.7183, 3.3922], [2.7664, -1.8603, 4.1417], [2.4836, -1.5013, 5.4820], [2.1954, 0.4174, 6.2598], [2.8630, 1.3824, 4.1189], [3.4140, -0.6881, 2.3841], [2.8454, -2.8941, 3.8395], [2.4162, -1.9849, 6.4453], [0.6805, -3.8010, -3.4948], [-0.2849, -4.3986, -4.3038], [-0.4254, -3.6297, -5.4629], [0.4253, -2.5620, -5.3119], [1.1272, -2.7125, -4.1813], [0.9655, -4.0758, -2.5656], [-0.7904, -5.3021, -3.9965], [-1.1266, -3.7997, -6.2666], [0.4394, -1.6977, -5.9593], [1.9360, -2.1952, -3.6868], [1.3544, 2.8786, 6.0111], [2.6602, 3.0546, 6.3740], [2.8310, 2.6325, 7.6184], [1.6648, 1.9373, 8.0399], [0.7255, 2.2983, 7.0768], [0.8874, 3.1166, 5.1478], [3.2745, 3.6413, 5.7071], [3.6993, 2.8388, 8.2267], [1.5128, 1.3696, 8.9461], [-0.3375, 2.2487, 6.8928], [1.0425, 4.0459, -0.3587], [2.1703, 4.7897, -0.7012], [2.2578, 4.9291, -2.0651], [1.1858, 4.1550, -2.6172], [0.4486, 3.6813, -1.5247], [0.6946, 3.8615, 0.5713], [2.8420, 5.1725, 0.0530], [2.9808, 5.4493, -2.6760], [0.9685, 4.1069, -3.6740], [-0.4812, 3.1334, -1.5653], [-0.8636, -0.0343, -0.4801], [0.4738, 0.1151, -0.8165], [1.1414, -0.0342, 0.3710], [0.2615, -0.2399, 1.4228], [-0.9894, -0.3527, 0.8531], [-1.5418, 0.0665, -1.2218], [0.8812, 0.3610, -1.7860], [2.1922, 0.0867, 0.5892], [0.5195, -0.1755, 2.4695], [-1.9944, -0.5564, 1.1920], [0.7048, 1.4659, -7.5333], [0.2295, 1.1392, -8.7769], [-1.0225, 0.6267, -8.5269], [-1.2209, 0.5671, -7.1808], [-0.1886, 1.1307, -6.5347], [1.6482, 1.8034, -7.4054], [0.8596, 1.3317, -9.6326], [-1.7364, 0.3809, -9.2991], [-2.1157, 0.1982, -6.7016], [0.0199, 1.3254, -5.4930], [5.1723, 3.2880, 3.5926], [4.9710, 4.6385, 3.4063], [4.5017, 4.8003, 2.0730], [4.3640, 3.5386, 1.5272], [4.7975, 2.6086, 2.4553], [5.4636, 2.7290, 4.3818], [5.3207, 5.3542, 4.1355], [4.4276, 5.7263, 1.5222], [4.0854, 3.3365, 0.5035], [4.9162, 1.5351, 2.4617], [-5.6804, 0.4280, 1.2521], [-4.6523, -0.2815, 1.8596], [-4.5412, -1.4534, 1.2229], [-5.5067, -1.5466, 0.1498], [-6.1529, -0.3494, 0.2052], [-6.0356, 1.3441, 1.4862], [-4.2393, 0.1166, 2.7747], [-3.8050, -2.1799, 1.5337], [-5.6911, -2.3733, -0.5203], [-6.8422, 0.0725, -0.5112]], "forces_ev_per_angstrom": [[-0.04, 0.03, -0.14], [-0.66, -0.33, 0.63], [-0.53, 0.27, -0.22], [1.58, -0.05, 0.14], [-0.24, -0.50, -0.20], [-0.12, 0.23, -0.09], [0.08, 0.22, -0.11], [0.20, -0.14, -0.21], [0.13, 0.37, -0.03], [-0.32, -0.03, 0.07], [-0.97, 0.99, 0.41], [-0.72, 0.04, 0.89], [-0.68, -0.18, -0.06], [1.12, 0.60, -0.55], [0.56, -0.11, -0.32], [-0.10, -0.18, -0.14], [0.65, -0.57, -0.38], [-0.04, -0.61, 0.10], [0.02, 0.06, -0.49], [0.00, 0.00, 0.23], [0.73, -0.01, 0.50], [-0.70, -0.20, 0.57], [1.82, -0.89, -0.95], [-2.08, 0.40, 0.70], [0.16, 0.15, -0.54], [-0.05, 0.13, -0.14], [-0.28, -0.07, -0.05], [0.29, 0.25, -0.06], [0.03, 0.22, 0.14], [0.07, -0.01, -0.17], [0.86, -1.11, -0.75], [0.85, -0.94, -0.40], [-0.67, 0.10, 1.91], [0.03, 1.69, 0.63], [-0.59, -0.12, -1.32], [-0.10, 0.12, -0.57], [-0.06, -0.07, -0.11], [0.03, 0.02, 0.38], [-0.38, 0.29, -0.02], [-0.03, -0.03, 0.20], [1.65, -2.22, -0.29], [0.17, -1.39, 0.17], [-2.15, 0.38, -0.16], [0.59, 2.58, 2.21], [0.07, 0.68, -0.72], [0.09, -0.02, 0.16], [-0.09, -0.45, -0.39], [-0.65, 0.29, -0.17], [-0.11, 0.08, 0.07], [0.22, -0.18, -0.35], [0.30, 0.68, -0.48], [-1.59, 1.03, -1.79], [2.04, -2.01, 2.14], [0.17, 0.87, -0.34], [-0.21, 0.41, -0.70], [-0.18, 0.32, 0.24], [0.31, -0.30, 0.12], [-0.09, -0.20, 0.21], [0.20, -0.20, -0.03], [-0.16, -0.14, 0.41], [0.42, -1.45, -0.17], [-0.55, -0.22, -1.18], [3.03, -2.35, 0.30], [-0.49, 0.38, 0.34], [-1.13, 3.12, 0.12], [-0.33, -0.13, 0.00], [-0.11, 0.05, 0.18], [-0.38, 0.10, -0.06], [0.11, 0.57, 0.20], [-0.55, -0.07, 0.28], [0.22, -0.14, 0.36], [-0.70, -0.50, 0.43], [2.52, 2.91, 0.89], [-0.97, -1.39, -1.04], [-0.44, -0.01, 0.02], [-0.08, -0.07, 0.09], [0.42, -0.39, -0.14], [-0.38, -0.02, 0.17], [-0.53, -0.25, -0.86], [-0.04, -0.33, 0.22], [-1.55, -0.65, -0.59], [-1.31, 0.11, -0.14], [0.11, 1.64, -0.45], [1.91, 0.02, 0.48], [0.60, -0.61, 1.05], [-0.09, -0.26, 0.17], [0.23, 0.02, -0.26], [-0.04, 0.32, 0.05], [0.18, -0.02, -0.18], [-0.05, -0.54, -0.06], [0.79, -0.94, -0.81], [1.56, 2.48, 1.55], [-1.32, -0.10, 0.15], [-1.90, -0.44, -0.38], [1.02, -0.45, 0.35], [0.07, -0.33, -0.11], [0.10, 0.08, -0.43], [-0.11, 0.02, -0.07], [0.02, 0.06, -0.35], [-0.23, -0.42, -0.01], [1.16, 0.12, -0.30], [1.36, -0.27, -0.73], [-2.38, 0.86, 0.62], [0.63, 0.41, -1.20], [-0.72, -1.54, 1.40], [0.27, 0.54, -0.03], [0.14, 0.06, 0.25], [-0.25, -0.05, 0.21], [-0.24, -0.25, -0.13], [-0.02, 0.02, 0.03], [-0.28, -0.91, 1.46], [0.92, -0.32, -0.60], [-1.22, 0.31, -0.91], [-0.11, 0.93, 1.19], [0.51, -1.12, -0.58], [0.17, 0.49, -0.56], [0.50, 0.07, -0.06], [-0.13, 0.28, 0.02], [-0.12, 0.06, 0.24], [-0.20, 0.10, -0.13], [0.56, 0.94, 0.83], [0.57, 0.35, 0.38], [-1.80, -1.19, -1.03], [2.44, 0.40, 0.21], [-0.95, -0.41, -0.79], [-0.26, 0.13, -0.05], [-0.32, 0.17, 0.30], [-0.07, -0.29, -0.07], [0.06, -0.06, 0.04], [-0.15, 0.05, 0.20], [0.54, -1.89, -1.18], [-0.66, -0.68, -1.42], [1.98, -0.37, -0.51], [-2.58, 0.45, 2.27], [0.79, 2.50, 0.59], [-0.04, -0.11, 0.42], [-0.34, -0.20, 0.15], [0.18, 0.13, -0.42], [0.31, 0.31, 0.07], [-0.08, -0.06, -0.12], [-1.41, -1.56, -1.49], [-0.78, 3.11, -1.40], [1.28, 0.66, 2.85], [0.10, -1.07, 0.26], [0.44, -0.82, -0.66], [-0.24, -0.09, -0.02], [0.15, 0.12, 0.00], [0.15, 0.05, 0.23], [0.15, -0.48, 0.53], [0.11, 0.10, -0.11], [0.79, 2.86, -1.45], [-0.56, 1.70, 2.25], [0.04, -0.41, -0.68], [0.16, -2.31, 2.02], [-0.10, -1.22, -1.47], [0.03, -0.07, 0.15], [-0.09, -0.11, -0.25], [-0.21, 0.02, 0.02], [0.25, 0.04, -0.20], [-0.29, -0.60, -0.40], [-1.08, -0.38, -2.15], [0.18, 0.10, 0.29], [-1.18, -1.83, 1.23], [0.51, 2.07, -1.81], [1.26, 0.05, 2.62], [0.02, -0.23, -0.22], [0.08, 0.07, 0.01], [0.07, -0.05, 0.08], [0.37, -0.07, -0.19], [-0.20, 0.56, -0.34], [0.09, -0.18, 1.19], [-0.10, 2.06, -2.70], [1.33, -1.34, 1.96], [-1.23, 1.41, -0.39], [-0.56, -0.94, -0.83], [0.24, 0.16, 0.03], [0.29, -0.11, 0.18], [0.17, -0.44, -0.16], [-0.13, 0.30, -0.02], [-0.16, -0.83, 0.72], [1.08, 0.73, -1.31], [0.03, 0.40, 0.59], [-0.63, -1.09, 0.00], [-0.35, 0.50, 1.36], [-0.14, -0.19, -1.66], [0.21, 0.00, -0.03], [-0.32, -0.01, 0.01], [0.17, 0.05, 0.41], [-0.28, -0.29, 0.14], [0.16, -0.11, 0.21], [1.57, -0.40, -0.89], [-0.50, -0.05, 1.29], [2.02, 0.84, -0.02], [-1.29, -0.41, 0.48], [-0.75, 0.95, -0.80], [-0.63, -0.41, 0.38], [-0.51, -0.07, -0.03], [0.16, 0.04, -0.55], [-0.07, -0.55, -0.01], [0.18, 0.12, 0.37], [0.58, 0.01, 0.39], [-0.02, 0.38, 1.59], [0.03, -0.33, -3.28], [-2.55, -0.55, 1.98], [1.97, 0.53, -0.60], [-0.37, 0.00, 0.24], [-0.39, -0.08, -0.10], [0.00, -0.30, 0.12], [0.04, 0.05, -0.11], [0.08, -0.01, -0.17], [-0.61, -0.38, -0.99], [0.14, -0.08, -1.26], [0.98, 0.73, 2.24], [0.34, -1.60, -0.53], [-0.14, 0.54, 0.36], [0.03, 0.76, 0.28], [-0.20, -0.02, -0.07], [-0.22, 0.08, 0.32], [-0.06, -0.16, 0.13], [-0.25, 0.05, -0.26], [0.15, -0.88, -0.82], [-1.29, 1.81, 0.57], [0.54, -1.73, -0.54], [0.78, 0.67, 1.21], [-0.56, 0.82, -0.27], [0.26, -0.28, -0.01], [0.34, -0.18, -0.11], [-0.10, -0.25, -0.15], [0.10, 0.18, 0.02], [-0.25, -0.07, 0.21]]}